Below is C23H25ClO2PPr as an isolated structure in a non-equilibrium geometry, with properties calculated with wB97M-V/def2-TZVPD.

Geometry as XYZ:
```
53
Properties=species:S:1:pos:R:3:forces:R:3
Pr -1.01213 -1.27953 1.77316 3.8 4.1 -0.3
Cl 0.80057 -3.03790 1.90376 -1.0 0.5 -0.2
C -0.06899 1.25397 1.43715 1.1 4.0 2.2
O 0.37202 2.30969 1.60492 -1.3 -3.6 -1.0
P -0.05290 -0.00450 -0.88547 0.2 -1.2 -2.0
C -1.58907 -0.42600 -1.80437 0.0 -0.2 0.0
C 0.40499 1.59270 -1.60747 0.1 0.8 0.3
C 1.21068 -1.15086 -1.53605 0.2 -0.4 0.2
C 1.62128 1.80082 -2.28112 -0.2 -0.1 0.2
C 1.94500 3.07319 -2.75917 -0.2 0.0 0.0
C 1.06491 4.14299 -2.57355 0.0 -0.3 0.1
C -0.15422 3.93605 -1.91774 -0.1 -0.1 0.0
C -0.48263 2.67106 -1.43056 0.3 0.1 -0.1
H 2.31323 0.97039 -2.43170 -0.2 0.3 0.0
H 2.89215 3.22301 -3.27958 -0.3 0.0 0.2
H 1.32586 5.13763 -2.93919 -0.1 -0.3 0.1
H -0.85253 4.76405 -1.78071 0.2 -0.3 -0.1
H -1.43532 2.51567 -0.91868 0.2 0.1 -0.1
C -2.48491 -1.37164 -1.25740 -0.1 0.7 -0.4
C -3.72622 -1.56617 -1.86515 -0.1 -0.4 0.2
C -4.04074 -0.93188 -3.07046 0.2 0.2 0.0
C -3.11299 -0.07367 -3.67064 0.1 -0.3 0.4
C -1.89597 0.18815 -3.03028 -0.3 -0.1 0.2
H -2.21599 -2.01213 -0.39133 -0.2 0.3 -0.4
H -4.45332 -2.23155 -1.39290 0.2 0.1 -0.3
H -5.00459 -1.11224 -3.55102 0.3 0.0 0.2
H -3.32867 0.39819 -4.62864 0.0 -0.1 0.3
H -1.18765 0.88090 -3.48884 -0.2 -0.2 0.2
C 1.00572 -1.88391 -2.71468 0.1 0.1 0.2
C 1.99581 -2.75871 -3.17024 0.0 0.1 0.1
C 3.18096 -2.91923 -2.44726 -0.1 0.1 0.1
C 3.38581 -2.19117 -1.26879 0.0 0.1 -0.1
C 2.41003 -1.30482 -0.81536 -0.3 -0.2 -0.2
H 0.07403 -1.76554 -3.26897 0.3 -0.1 0.1
H 1.83346 -3.31557 -4.09530 0.1 0.2 0.3
H 3.94858 -3.61261 -2.79985 -0.3 0.3 0.1
H 4.30927 -2.31244 -0.70062 -0.3 0.0 -0.2
H 2.56320 -0.74624 0.11080 0.1 -0.1 -0.2
H -2.53821 -2.62029 1.82776 1.3 -3.5 -0.8
H -1.81573 -3.12264 1.63580 -3.7 -0.3 0.8
C -0.01760 1.31401 5.53756 0.2 0.4 -0.5
C 1.09061 0.25680 5.66728 -0.2 -0.5 0.4
C 0.94107 -0.67421 4.46689 0.2 0.1 0.0
O -0.40001 -0.39250 3.90037 -0.3 0.0 -0.3
C -1.07600 0.71168 4.61430 0.0 -0.3 0.4
H -0.43827 1.59395 6.50572 0.0 -0.1 -0.2
H 0.38566 2.22308 5.07767 -0.1 -0.1 0.1
H 0.95389 -0.32047 6.58746 0.1 0.1 -0.1
H 2.08631 0.70424 5.70035 -0.2 -0.1 0.0
H 1.68058 -0.47275 3.68085 -0.2 0.0 0.1
H 0.96541 -1.74269 4.70669 0.0 0.3 0.0
H -1.91695 0.27124 5.16444 0.2 0.1 -0.1
H -1.45944 1.42039 3.87019 0.1 -0.1 0.1
```
Positions in Å, forces in eV/Å.

Calculated values
expectation value of S²	2.003
largest force on an atom	0.10940	hartree/bohr
total charge	+2
DFT total energy	-64215.4030	eV
2S+1	3
HOMO (alpha / beta)	-14.3 / -14.3	eV
E_LUMO (alpha / beta)	-8.25 / -8.09	eV
Kohn-Sham gap (alpha / beta)	6.050 / 6.210	eV

---

Below is C23H25F3N3O4Rb as an isolated structure in a non-equilibrium geometry, with properties calculated with wB97M-V/def2-TZVPD.

Geometry as XYZ:
```
59
Properties=species:S:1:pos:R:3:forces:R:3
Rb 0.90514 0.41948 -0.72870 1.1 -1.0 -0.8
C 1.06384 -2.23322 -2.26430 0.0 -0.1 -0.2
N -0.02036 -2.23502 -1.30710 -0.1 -0.4 0.0
C 0.32204 -3.09482 -0.18910 0.0 -0.1 0.2
C -0.67426 -3.01002 0.97050 0.1 -0.1 0.1
C -0.03936 -2.56642 2.29690 0.1 -0.3 0.0
N -0.31116 -1.16432 2.47820 -0.2 0.3 0.0
C 0.60384 -0.34812 2.78660 -0.3 0.2 0.2
C 2.02024 -0.60072 3.10020 0.4 -0.2 -0.1
C 2.41174 -0.35782 4.40420 0.0 0.0 0.1
C 3.69964 -0.60792 4.84990 0.1 0.1 0.5
C 4.62824 -1.09762 3.94020 0.1 0.0 0.1
C 4.28044 -1.30342 2.62650 0.2 -0.1 -0.1
C 2.97174 -1.04562 2.11460 0.1 0.0 0.4
O 2.69584 -1.20742 0.89140 -0.3 -0.1 -0.4
C -1.27876 -2.53852 -1.95820 -0.2 0.2 -0.3
C -1.93596 -1.28442 -2.54860 0.0 -0.1 0.3
C -2.68786 -0.41042 -1.53080 -0.5 -0.2 -0.4
N -1.89386 0.53498 -0.79520 0.2 0.4 0.1
C -2.26036 1.75648 -0.84640 -0.7 -0.6 -0.4
C -1.80106 2.90658 -0.11560 0.5 0.6 0.4
C -2.61896 4.04118 -0.21260 -0.1 -0.1 -0.1
C -2.40656 5.19908 0.49790 -0.3 0.4 -0.1
C -1.31126 5.26748 1.36380 0.0 0.0 0.0
C -0.46376 4.20468 1.47270 0.2 0.0 0.1
C -0.61336 2.98318 0.71980 -0.5 0.6 0.1
O 0.25944 2.09598 0.80830 -0.3 0.6 1.0
H 1.27574 -3.25472 -2.63300 0.0 0.0 0.0
H 1.96134 -1.83962 -1.79380 0.2 -0.1 0.0
H 0.81954 -1.61742 -3.12410 0.0 0.1 -0.2
H 1.29194 -2.74702 0.16830 0.1 -0.1 0.0
H 0.43484 -4.15402 -0.51300 0.0 0.2 -0.1
H -1.18136 -3.97162 1.10330 -0.1 0.1 0.0
H -1.41376 -2.24402 0.73430 -0.2 -0.1 0.0
H 1.03104 -2.81212 2.32500 -0.1 0.0 0.0
H -0.53306 -3.09262 3.12910 0.1 0.1 -0.1
H 0.26544 0.67588 2.93070 0.0 0.2 -0.1
H 1.66654 0.00878 5.10620 0.0 0.0 0.0
H 3.97234 -0.42492 5.88340 0.0 0.0 0.0
H 5.64044 -1.32132 4.27370 0.0 0.0 -0.1
H 5.01804 -1.67012 1.92120 0.0 0.0 -0.1
H -1.97676 -2.97762 -1.23830 0.1 -0.1 0.0
H -1.12936 -3.27642 -2.77520 0.0 0.0 0.2
H -2.66186 -1.60122 -3.30490 0.1 0.0 0.0
H -1.18406 -0.68792 -3.05790 0.0 0.0 -0.2
H -3.16736 -1.07992 -0.80260 0.0 0.0 0.0
H -3.50756 0.10628 -2.07530 0.1 -0.1 0.1
H -3.13086 2.00548 -1.49440 0.1 -0.1 0.1
H -3.47456 3.99608 -0.88110 0.0 -0.1 0.0
H -3.08036 6.04168 0.39450 0.0 0.0 0.0
H -1.13716 6.16818 1.94910 0.0 -0.1 0.0
H 0.39374 4.24938 2.13560 0.0 -0.1 0.0
F -1.87526 1.59218 -4.93840 0.1 -0.2 0.1
C -0.65826 2.03578 -4.54190 0.0 0.0 -0.1
F -0.25006 2.86038 -5.54840 0.2 -0.1 -0.1
F -0.88016 2.83848 -3.48850 0.1 -0.1 0.1
C 0.41724 0.86548 -4.26980 -1.0 0.8 -0.6
O 0.23964 -0.13442 -4.95600 -0.2 -0.7 -0.5
O 1.26844 1.15978 -3.44310 0.7 0.3 0.8
```
Positions in Å, forces in eV/Å.

Calculated values
energy relative to the best compared isomer or geometry (same formula, charge and spin)	8.3	kcal/mol
largest force on an atom	0.03330	hartree/bohr
total charge	-2
DFT total energy	-45727.1910	eV
HOMO	-1.7	eV
E_LUMO	4.10	eV
Kohn-Sham gap	5.788	eV

---

Below is one molecule with the formula C23H25FN2O2, with properties calculated with wB97M-V/def2-TZVPD.

Geometry as XYZ:
```
53
Properties=species:S:1:pos:R:3:forces:R:3
O -0.09956 -1.15650 1.05250 0.0 -0.1 0.4
C 0.10070 -0.63608 -0.23914 0.5 0.4 -0.5
C 1.50750 -0.99940 -0.73608 -0.5 -0.3 -0.2
O 2.42058 -0.37768 0.14404 0.1 0.1 0.1
C 3.76156 -0.49421 -0.09357 0.3 0.3 0.4
C 4.31356 -1.25082 -1.14488 -0.1 -0.1 -0.2
C 5.67020 -1.31111 -1.30590 -0.1 0.0 0.0
C 6.54479 -0.62879 -0.43914 -0.1 0.1 0.2
C 7.94640 -0.67554 -0.58926 0.2 0.1 0.1
C 8.76258 0.00151 0.27205 0.1 -0.2 -0.3
C 8.21343 0.75558 1.32238 -0.2 0.1 0.2
C 6.86013 0.82024 1.49517 0.2 0.1 0.1
C 5.98843 0.13259 0.62277 0.0 -0.2 -0.3
C 4.59258 0.18120 0.77128 -0.4 -0.1 -0.2
C -0.10203 0.89934 -0.29568 0.0 -0.3 0.1
N -1.45233 1.39415 -0.17978 -0.1 -0.1 -0.1
C -2.28161 1.13539 -1.34315 0.0 0.2 -0.1
C -3.75104 1.38738 -1.02283 0.1 0.0 -0.2
N -4.19860 0.43530 -0.03286 0.4 0.2 -0.1
C -5.51165 0.06296 0.07620 -0.4 -0.1 0.0
C -6.53246 0.77334 -0.57299 0.2 0.0 0.0
C -7.85191 0.38050 -0.47263 -0.2 -0.3 0.2
C -8.17366 -0.72601 0.28921 0.1 0.0 0.0
F -9.47149 -1.10955 0.39374 0.1 0.0 0.0
C -7.19629 -1.44930 0.94594 -0.3 0.1 -0.1
C -5.87742 -1.05999 0.83458 0.1 0.1 0.0
C -3.20657 0.02769 0.94023 0.2 -0.1 0.1
C -2.14219 1.11832 1.06989 -0.2 0.1 0.2
H 0.65390 -0.88006 1.59010 0.0 0.0 0.0
H -0.63209 -1.13864 -0.87852 0.1 0.0 0.0
H 1.64760 -0.64593 -1.76526 0.0 0.0 0.1
H 1.63109 -2.09091 -0.70756 0.0 0.1 0.0
H 3.67245 -1.78795 -1.82620 0.0 0.0 -0.1
H 6.08863 -1.89399 -2.11399 0.0 -0.1 -0.1
H 8.36193 -1.25754 -1.39971 0.1 0.0 -0.1
H 9.83532 -0.03710 0.15252 0.1 0.0 0.0
H 8.87400 1.28440 1.99393 0.0 0.1 0.1
H 6.43473 1.39923 2.30223 0.0 0.1 0.1
H 4.15794 0.75808 1.57344 -0.1 0.1 0.1
H 0.49009 1.34813 0.50693 0.1 0.0 -0.1
H 0.29191 1.26338 -1.24840 0.1 0.0 0.0
H -1.96050 1.80785 -2.14659 -0.1 -0.1 0.0
H -2.18675 0.10116 -1.71175 0.0 0.0 0.0
H -4.33301 1.25022 -1.93803 0.0 0.1 0.1
H -3.87677 2.42544 -0.68203 0.0 0.0 -0.1
H -6.30125 1.65445 -1.14906 0.0 0.1 0.0
H -8.63214 0.93316 -0.97226 -0.1 0.0 0.0
H -7.47001 -2.31429 1.52955 0.0 -0.1 0.0
H -5.12104 -1.64844 1.32772 0.1 -0.1 0.0
H -2.72648 -0.91803 0.65512 0.0 0.0 0.1
H -3.68533 -0.11076 1.91334 0.0 0.0 0.0
H -2.62788 2.04453 1.40300 0.0 -0.1 0.1
H -1.41995 0.82309 1.82940 -0.1 0.0 0.0
```
Positions in Å, forces in eV/Å.

Calculated values
energy relative to the best compared isomer or geometry (same formula, charge and spin)	0.0	kcal/mol
largest force on an atom	0.01560	hartree/bohr
DFT total energy	-34048.8931	eV
HOMO	-7.4	eV
E_LUMO	0.49	eV
Kohn-Sham gap	7.901	eV

---

Below is C23H25GdN2O as an isolated structure in a non-equilibrium geometry, with properties calculated with wB97M-V/def2-TZVPD.

Geometry as XYZ:
```
52
Properties=species:S:1:pos:R:3:forces:R:3
C 2.27118 0.55804 3.17229 0.7 -0.1 -0.6
C 2.09208 -0.20607 1.97215 1.2 0.4 0.2
C 2.16631 0.69060 0.87079 1.0 0.2 0.4
H 1.99757 -1.28898 1.90641 -0.1 0.4 0.1
C 2.33972 2.01491 1.38860 0.8 -0.6 -0.1
C 2.40405 1.92971 2.81079 0.7 -0.6 -0.4
H 2.52037 2.90170 0.78469 -0.2 -0.2 0.2
C -1.59543 -2.53642 3.12963 -0.5 0.1 -0.2
C -0.31607 -2.89311 2.60031 0.0 0.1 -0.9
C -0.42557 -2.96390 1.19097 0.0 0.7 0.5
H 0.58249 -3.05980 3.18157 -0.1 -0.2 0.0
C -1.73869 -2.52787 0.83680 0.2 -0.3 0.6
C -2.49177 -2.40028 2.06084 0.6 0.5 0.1
H 2.22723 0.40579 -0.17531 -0.3 0.1 0.1
H 2.61735 2.75764 3.47769 -0.2 -0.2 0.0
H 2.37978 0.13827 4.16887 -0.4 0.2 -0.2
H -3.55414 -2.17229 2.14047 0.4 0.1 0.0
H 0.37628 -3.22706 0.50186 -0.2 0.2 0.2
H -1.81476 -2.39417 4.18811 0.0 -0.2 -0.4
Gd 0.05999 1.24475 2.11845 -1.8 -1.1 4.0
C -2.04130 -1.69437 -0.40002 0.1 0.2 -0.1
C -3.54791 -1.63986 -0.65460 -0.2 0.1 -0.1
C -1.31772 -2.20464 -1.64935 0.0 -0.2 -0.2
H -3.96804 -2.65444 -0.73203 0.3 0.3 -0.1
H -3.76899 -1.10247 -1.58451 0.0 0.0 0.0
H -4.08424 -1.14596 0.16025 0.1 0.0 0.0
H -1.55685 -3.27448 -1.81087 0.1 0.5 0.1
H -0.22757 -2.10188 -1.57297 -0.2 -0.1 0.1
H -1.63346 -1.66049 -2.55453 0.0 -0.1 0.2
C -1.46065 -0.28353 0.09905 -1.1 -0.5 0.2
C -1.25108 1.08708 -0.53345 1.3 0.9 2.3
H -0.42485 -0.56628 0.45824 -0.7 0.2 -0.2
H -2.12038 -0.04131 0.97060 0.6 -0.3 -0.2
O -0.65735 1.91165 0.29998 -2.0 -0.6 -4.6
N -1.42985 1.50754 -1.75910 -0.5 0.9 -0.7
C -0.51919 2.59084 -2.24242 -0.6 0.2 0.1
H -2.27805 1.27096 -2.27841 0.8 -0.4 0.1
C 0.82609 1.98398 -2.55526 0.5 -0.3 -0.1
C 2.05528 2.62627 -2.32699 -0.3 -0.3 -0.1
H 2.06749 3.64901 -1.94353 0.0 -0.3 0.0
C 3.25296 1.95025 -2.59462 -0.1 -0.2 -0.2
H 4.21840 2.43106 -2.40208 -0.5 -0.1 -0.1
C 3.22965 0.64262 -3.10696 -0.1 0.0 0.2
H 4.16532 0.11611 -3.32736 -0.4 0.3 0.2
C 2.00403 -0.00085 -3.31492 0.1 0.3 0.0
H 1.94799 -1.03137 -3.66995 0.2 0.3 0.0
C 0.81803 0.68662 -3.06111 0.3 -0.2 -0.1
H -0.14287 0.20582 -3.24720 0.4 0.0 0.0
H -0.41852 3.35433 -1.46726 -0.2 -0.1 -0.2
H -0.99062 3.03311 -3.12318 0.1 0.0 0.1
N -1.71128 1.82063 5.29312 0.8 -0.4 -1.4
C -1.13245 1.56260 4.30547 -0.8 0.6 1.3
```
Positions in Å, forces in eV/Å.

Calculated values
expectation value of S²	16.172
largest force on an atom	0.09756	hartree/bohr
DFT total energy	-50115.0772	eV
2S+1	8
HOMO (alpha / beta)	-7.2 / -5.9	eV
E_LUMO (alpha / beta)	-0.44 / -2.29	eV
Kohn-Sham gap (alpha / beta)	6.755 / 3.652	eV

---

Below is C23H25GeNOSe2Te2W as an isolated structure in a non-equilibrium geometry, with properties calculated with wB97M-V/def2-TZVPD.

Geometry as XYZ:
```
56
Properties=species:S:1:pos:R:3:forces:R:3
W -0.70240 0.52975 -1.20985 0.7 0.4 0.5
Se 0.50435 -1.13867 -2.59924 0.1 0.2 0.1
Te -1.56444 -0.54157 -3.75625 -0.7 -0.1 -0.7
Te -3.14772 1.78166 -2.37459 -0.5 0.0 -0.6
Se -2.14648 2.41826 -0.23943 0.1 -0.4 -0.3
C 2.29693 4.65503 -3.47765 0.0 0.0 0.0
N 1.11384 3.83913 -3.17334 -0.1 0.0 0.0
C -0.22416 4.38758 -3.44886 0.0 0.0 0.0
C 1.20089 2.63393 -2.67089 -0.1 -0.1 0.1
C 2.52238 2.00348 -2.38075 -0.1 0.0 0.1
O 0.10548 2.00705 -2.44196 -0.1 0.0 -0.1
H 1.95663 5.63847 -3.78219 0.0 0.0 0.0
H 2.86892 4.21651 -4.29389 0.0 0.0 0.0
H 2.92508 4.76646 -2.59632 0.0 0.0 0.0
H -0.10919 5.33271 -3.96687 0.0 0.0 0.0
H -0.76275 4.54236 -2.51438 0.0 0.0 0.0
H -0.78489 3.69274 -4.07127 0.0 0.0 0.0
H 3.33794 2.47061 -2.92063 0.0 0.0 0.0
H 2.47168 0.94657 -2.63487 0.0 0.0 0.0
H 2.72112 2.08224 -1.30910 0.1 0.0 0.0
C 0.48222 1.03109 0.03398 0.9 0.4 1.4
Ge -0.00071 -0.66383 1.18671 -0.5 -0.4 -0.2
C -1.61241 -1.19852 0.05562 -0.3 -0.3 -0.1
C -1.54676 -2.47392 -0.57569 0.1 0.1 0.0
C -2.67625 -3.16299 -0.95398 0.0 0.0 0.0
C -3.93144 -2.60832 -0.71583 0.0 0.0 0.0
C -4.05329 -1.40493 -0.03528 0.1 0.0 0.1
C -2.91853 -0.73526 0.38461 0.0 -0.1 0.1
C 1.39348 -1.95853 0.91485 0.0 -0.1 0.1
C 2.59899 -1.63879 0.29608 0.0 0.1 -0.1
C 3.57888 -2.60617 0.12920 0.0 0.0 0.0
C 3.35857 -3.89947 0.57967 0.0 0.0 0.0
C 2.16130 -4.22836 1.20308 0.1 0.0 0.0
C 1.18354 -3.26169 1.37485 0.0 0.0 0.0
C -0.59637 -0.34603 2.98981 0.2 0.4 0.0
C -1.59297 0.56720 3.33956 0.0 0.0 -0.2
C -1.97627 0.70885 4.66047 0.0 0.0 0.1
C -1.35791 -0.05285 5.64621 0.0 0.0 0.0
C -0.34856 -0.93948 5.31091 0.0 0.0 0.0
C 0.04416 -1.07984 3.98693 0.0 -0.1 0.0
H 1.07709 1.75654 0.58231 0.2 -0.2 -0.1
H -0.57141 -2.90316 -0.76782 0.0 0.0 0.0
H -2.59427 -4.12979 -1.43071 0.0 0.0 0.0
H -4.82052 -3.13760 -1.03265 0.0 0.0 0.0
H -5.03030 -1.00838 0.20325 0.0 0.0 0.0
H -3.02991 0.14412 0.99787 -0.1 0.0 -0.1
H 2.79343 -0.63121 -0.06002 0.0 0.0 0.0
H 4.51751 -2.35244 -0.34388 0.0 0.0 0.0
H 4.12287 -4.65340 0.45039 0.0 0.0 0.0
H 1.99417 -5.23559 1.55864 0.0 0.0 0.0
H 0.25779 -3.53295 1.87196 0.0 0.0 0.0
H -2.06740 1.18913 2.58861 0.0 0.0 0.0
H -2.75066 1.41485 4.92705 0.0 0.0 0.0
H -1.65919 0.05682 6.67898 0.0 0.0 0.0
H 0.14273 -1.52028 6.07929 0.0 0.0 0.0
H 0.84518 -1.76912 3.74731 0.0 0.0 0.0
```
Positions in Å, forces in eV/Å.

Calculated values
energy relative to the best compared isomer or geometry (same formula, charge and spin)	0.0	kcal/mol
largest force on an atom	0.03328	hartree/bohr
total charge	+2
DFT total energy	-231399.6099	eV
HOMO	-13.6	eV
E_LUMO	-7.85	eV
Kohn-Sham gap	5.712	eV

---

> What is the formula in the second record?

C23H25F3N3O4Rb